Arrangement i

The ion H2NO4S with charge -1. Source: the Open Molecules 2025 dataset; level of theory: ωB97M-V with the def2-TZVPD basis set.

Results
Net charge ... -1
SMILES string ... O=S(=O)([O-])NO
HOMO level ... -5.317 eV
Gap between HOMO and LUMO ... 9.46 eV

Last column: Löwdin charge in e.
CARTESIAN COORDINATES (ANGSTROEM)
N (0.7129, 0.1230, 0.8487)  -0.186
O (-0.6701, 0.4213, -1.2687)  -0.384
O (-0.9124, -1.6577, 0.1362)  -0.363
O (-1.7554, 0.5057, 0.8684)  -0.384
O (1.5832, -0.2393, -0.2048)  -0.237
S (-0.7888, -0.2056, 0.0519)  0.367
H (0.7867, 1.2067, 0.6347)  0.122
H (1.0439, -0.1541, -1.0664)  0.065


Arrangement ii

The ion H2NO4S with charge -1. Source: the Open Molecules 2025 dataset; level of theory: ωB97M-V with the def2-TZVPD basis set.

Results
Net charge ... -1
HOMO level ... -4.564 eV
Gap between HOMO and LUMO ... 8.60 eV

Last column: Löwdin charge in e.
CARTESIAN COORDINATES (ANGSTROEM)
N (-0.7913, -0.5910, 0.2071)  -0.375
O (0.0207, 1.7086, 0.3670)  -0.536
O (1.8230, -0.0205, 0.6310)  -0.563
O (-1.4385, 0.3088, -0.6060)  -0.137
O (-0.1102, -1.5118, -0.6529)  -0.118
S (0.4691, 0.4199, 1.1301)  0.795
H (-0.7914, 1.0206, -0.5484)  -0.075
H (0.8187, -1.3346, -0.5278)  0.009


Arrangement iii

A structure of composition H2NO4S. Source: the Open Molecules 2025 dataset; level of theory: ωB97M-V with the def2-TZVPD basis set.

Results
Net charge ... -1
HOMO level ... -3.236 eV
Gap between HOMO and LUMO ... 7.24 eV

Last column: Löwdin charge in e.
CARTESIAN COORDINATES (ANGSTROEM)
N (1.8017, 0.1364, 0.4180)  -0.170
O (-1.0675, -1.2712, -0.4163)  -0.522
O (-1.2311, 1.3143, -0.3239)  -0.606
O (1.2749, -0.9916, 0.3694)  -0.164
O (1.1353, 1.0983, -0.1158)  -0.145
S (-1.6756, 0.0434, 0.4959)  0.704
H (-0.1278, -1.4591, -0.0908)  -0.041
H (-0.1099, 1.1294, -0.3364)  -0.056


The structure with the most favorable energy is arrangement i; the runner-up is 1.675 eV above it.


Arrangement i

A cluster of 2 separate species, C9H13NO in total. Source: the Open Molecules 2025 dataset; level of theory: ωB97M-V with the def2-TZVPD basis set.

Results
Net charge ... 0
SMILES string ... Cc1ccccc1.CC(N)=O
HOMO level ... -9.043 eV
Gap between HOMO and LUMO ... 9.79 eV

Last column: Löwdin charge in e.
CARTESIAN COORDINATES (ANGSTROEM)
C (-0.7637, 2.5788, -0.1590)  -0.033
C (-1.5157, 2.4215, -1.4558)  -0.580
O (-1.1029, 2.6095, -2.5785)  0.055
N (-2.8876, 2.3098, -1.2756)  0.131
H (0.2790, 2.3765, -0.2986)  0.067
H (-1.3257, 2.0134, 0.6061)  0.085
H (-3.4163, 2.5010, -2.1089)  0.098
H (-3.2979, 1.7400, -0.5600)  0.087
H (-0.8590, 3.5731, 0.3224)  0.101
C (-0.6969, -1.9345, -0.8181)  -0.064
C (1.8776, -0.0080, 1.1369)  -0.093
C (0.7354, -0.2981, 0.3667)  -0.033
C (2.6299, -0.9753, 1.7472)  -0.103
C (0.5027, -1.6630, 0.0483)  -0.272
C (2.3009, -2.3143, 1.4958)  -0.081
C (1.2858, -2.6436, 0.5933)  -0.067
H (2.0325, 1.0842, 1.3699)  0.117
H (0.0046, 0.4314, 0.1325)  0.042
H (3.3558, -0.7910, 2.5218)  0.098
H (2.8840, -3.1541, 1.8604)  0.100
H (-1.3155, -1.0840, -1.1725)  0.073
H (-1.4660, -2.5865, -0.3034)  0.094
H (1.3040, -3.6628, 0.2423)  0.110
H (-0.5448, -2.5239, -1.7132)  0.068


Arrangement ii

A structure of composition C9H13NO. Source: the Open Molecules 2025 dataset; level of theory: ωB97M-V with the def2-TZVPD basis set.

Results
Net charge ... 0
HOMO level ... -8.509 eV
Gap between HOMO and LUMO ... 9.33 eV

Last column: Löwdin charge in e.
CARTESIAN COORDINATES (ANGSTROEM)
C (0.0715, -2.9540, 0.5332)  -0.103
C (0.7069, -0.7308, -0.0247)  -0.157
C (1.7087, -1.1201, -0.8043)  -0.049
C (2.5090, -0.1178, -1.4069)  -0.131
C (2.2970, 1.2139, -1.3224)  -0.117
C (1.1536, 1.6110, -0.4232)  -0.052
C (0.3649, 0.6965, 0.0671)  -0.182
C (-0.7809, 1.0687, 0.9034)  -0.142
C (-2.2146, 0.9495, 0.1868)  -0.290
H (1.0087, -3.0645, 0.5656)  0.037
H (-0.5857, -3.2379, 1.2210)  0.093
H (-0.0847, -3.1616, -0.4249)  0.082
H (1.9799, -2.0589, -0.9252)  0.059
H (3.5162, -0.6352, -2.0969)  0.180
H (2.9431, 2.2200, -1.7059)  0.155
H (1.1342, 2.8470, -0.5966)  0.172
H (-0.5579, 1.9117, 1.2760)  0.058
H (-0.8852, 0.8169, 1.7112)  -0.012
H (-2.1288, -0.4556, -0.1542)  0.208
H (-1.9785, 1.3659, -0.7691)  0.080
H (-3.2018, 2.4648, 1.1710)  0.223
H (-3.3949, 0.8418, 1.6607)  -0.035
N (-3.4357, 1.2035, 0.8228)  -0.005
O (-0.1450, -1.6746, 0.5357)  -0.074


Arrangement iii

A cluster of 2 separate species, C9H13NO in total. Source: the Open Molecules 2025 dataset; level of theory: ωB97M-V with the def2-TZVPD basis set.

Results
Net charge ... 0
SMILES string ... CNC(C)=O.c1ccccc1
HOMO level ... -9.174 eV
Gap between HOMO and LUMO ... 9.80 eV

Last column: Löwdin charge in e.
CARTESIAN COORDINATES (ANGSTROEM)
C (-1.5199, 1.0911, -0.8480)  -0.101
C (-0.4120, 1.9413, -0.8683)  -0.091
C (0.7788, 1.3399, -1.4124)  -0.130
C (0.8140, 0.1832, -2.1803)  -0.123
C (-0.3214, -0.5919, -2.2549)  -0.153
C (-1.4607, -0.1758, -1.6315)  -0.118
C (-1.3677, -1.1780, 2.1867)  -0.048
C (0.1704, -0.9597, 2.1703)  -0.546
C (2.0445, -0.1020, 0.9869)  -0.106
H (-2.5889, 1.6308, -0.7776)  0.141
H (-0.3688, 2.9221, -0.3001)  0.126
H (1.6824, 1.9735, -1.3550)  0.110
H (1.6389, 0.0568, -2.7725)  0.082
H (-0.1614, -1.4990, -2.8927)  0.127
H (-2.4613, -0.7967, -1.8997)  0.148
H (-1.9378, -1.5343, 1.2074)  0.088
H (-1.6672, -0.1001, 2.4350)  0.084
H (-1.5451, -1.9975, 3.1470)  0.145
H (0.2405, -0.7749, -0.0152)  0.190
H (2.3760, -0.5398, 1.8934)  0.059
H (2.5783, -0.2855, 0.0037)  0.096
H (2.0019, 1.0356, 0.9332)  0.092
N (0.6454, -0.3770, 1.0356)  -0.048
O (0.8409, -1.2617, 3.2090)  -0.025


The structure with the most favorable energy is arrangement i; the runner-up is 2.791 eV above it.


Arrangement i

A cluster of 2 separate species, C9H13NO in total. Source: the Open Molecules 2025 dataset; level of theory: ωB97M-V with the def2-TZVPD basis set.

Results
Net charge ... 0
SMILES string ... Cc1ccccc1.CC(N)=O
HOMO level ... -8.984 eV
Gap between HOMO and LUMO ... 9.74 eV

Last column: Löwdin charge in e.
CARTESIAN COORDINATES (ANGSTROEM)
C (2.7407, -1.8055, -0.8523)  -0.017
C (2.7462, -1.8466, 0.6270)  -0.587
O (2.2548, -2.6554, 1.4085)  0.021
N (3.2969, -0.7724, 1.2787)  0.121
H (1.9951, -1.0646, -1.2290)  0.098
H (2.2790, -2.6838, -1.3156)  0.085
H (3.4393, -0.8061, 2.2746)  0.098
H (3.6461, 0.1254, 0.9643)  0.098
H (3.7346, -1.6138, -1.2549)  0.082
C (-1.6166, 3.0600, -1.7133)  -0.074
C (-2.2477, -0.4822, -0.5736)  -0.111
C (-2.2529, 0.5634, -1.4741)  -0.040
C (-1.8311, -0.4369, 0.7495)  -0.092
C (-1.7571, 1.7799, -0.9276)  -0.280
C (-1.4468, 0.7839, 1.2712)  -0.088
C (-1.3610, 1.8731, 0.4057)  -0.072
H (-2.7239, -1.3480, -1.0447)  0.104
H (-2.4112, 0.6175, -2.5442)  0.112
H (-1.8606, -1.2557, 1.4661)  0.106
H (-1.3385, 0.9989, 2.3261)  0.103
H (-1.1811, 3.0837, -2.7091)  0.065
H (-0.8967, 3.7244, -1.1787)  0.081
H (-1.0365, 2.8311, 0.7868)  0.100
H (-2.6322, 3.4417, -1.9350)  0.088


Arrangement ii

A structure of composition C9H13NO. Source: the Open Molecules 2025 dataset; level of theory: ωB97M-V with the def2-TZVPD basis set.

Results
Net charge ... 0
HOMO level ... -7.222 eV
Gap between HOMO and LUMO ... 7.87 eV

Last column: Löwdin charge in e.
CARTESIAN COORDINATES (ANGSTROEM)
C (3.1142, -0.6096, -0.0773)  -0.003
C (1.7023, -0.0158, 0.1458)  -0.511
C (-0.0735, 1.6692, -0.2610)  -0.073
C (-1.1355, -1.2374, -1.0590)  -0.064
C (-2.4863, -0.6339, -0.9871)  -0.112
C (-2.7320, 0.1508, 0.1301)  -0.157
C (-1.8705, 0.2066, 1.2864)  -0.146
C (-0.7552, -0.6896, 1.3931)  -0.125
C (-0.3661, -1.2945, 0.1562)  -0.153
H (3.6672, -0.0248, -0.8872)  0.071
H (3.2639, -1.6389, -0.6181)  0.121
H (3.7873, -0.3627, 0.8062)  0.100
H (1.9599, 1.4995, -1.0420)  0.177
H (-0.3193, 1.3551, 0.8351)  0.104
H (-0.0214, 2.7863, -0.2358)  0.101
H (-0.8313, 1.4918, -0.9525)  0.049
H (-0.7124, -1.6577, -2.0385)  0.112
H (-3.2119, -0.7636, -1.8162)  0.094
H (-3.5560, 0.8662, 0.4574)  0.112
H (-2.2604, 0.8185, 2.1393)  0.111
H (-0.0648, -0.5360, 2.2435)  0.133
H (0.7412, -1.7501, 0.0221)  0.158
N (1.1123, 0.9238, -0.6613)  0.040
O (1.0483, -0.5532, 1.0209)  -0.140


Arrangement iii

A cluster of 2 separate species, C9H13NO in total. Source: the Open Molecules 2025 dataset; level of theory: ωB97M-V with the def2-TZVPD basis set.

Results
Net charge ... 0
SMILES string ... Cc1ccccc1.CC(N)=O
HOMO level ... -9.071 eV
Gap between HOMO and LUMO ... 9.88 eV

Last column: Löwdin charge in e.
CARTESIAN COORDINATES (ANGSTROEM)
C (2.0657, 0.9651, -1.0118)  -0.018
C (2.8352, 0.9517, 0.2739)  -0.616
O (3.4037, -0.0588, 0.6445)  0.027
N (2.8098, 2.0858, 1.0102)  0.159
H (2.5925, 1.3570, -1.8879)  0.086
H (1.1406, 1.5415, -0.9788)  0.079
H (3.2521, 2.0786, 1.9186)  0.111
H (2.3052, 2.9084, 0.7350)  0.099
H (1.7902, -0.0538, -1.2546)  0.068
C (-2.4011, -1.7457, -1.7398)  -0.060
C (0.0546, -0.8623, 1.0142)  -0.099
C (-0.4961, -1.4329, -0.1278)  -0.062
C (-0.6436, 0.0602, 1.7704)  -0.093
C (-1.7776, -1.0992, -0.5397)  -0.282
C (-1.8971, 0.4567, 1.3183)  -0.095
C (-2.4691, -0.1449, 0.2082)  -0.059
H (1.0909, -1.0915, 1.2605)  0.100
H (0.1208, -2.1165, -0.6905)  0.113
H (-0.2189, 0.5824, 2.6179)  0.100
H (-2.4396, 1.2683, 1.7854)  0.098
H (-3.4829, -1.8716, -1.6700)  0.077
H (-2.0463, -2.7702, -1.9414)  0.081
H (-3.4615, 0.1831, -0.0805)  0.108
H (-2.1272, -1.1911, -2.6343)  0.078


The structure with the most favorable energy is arrangement iii; the runner-up is 1.146 eV above it.